No. 1
Computed, not measured: a cluster of 12 separate species, C31H76BO19 in total in a non-equilibrium geometry, with ωB97M-V/def2-TZVPD.

## Properties
HOMO energy (spin up / spin down) ... -9.2 / -9.2 eV
Gap between HOMO and LUMO (spin up / spin down) ... 8.5 / 2.4 eV
Multiplicity ... 2
<S²> ... 0.7543

Last column: Mulliken spin population.
Cartesian coordinates (Å):
O 2.128 0.561 -1.942  0.00
C 1.198 0.251 -1.272  0.00
O 1.208 -0.585 -0.258  -0.02
B -0.058 -0.580 0.502  0.00
O -0.925 0.117 -0.496  0.00
C -0.270 0.823 -1.444  0.00
O -0.697 1.516 -2.368  0.00
O 0.040 0.217 1.765  0.00
C -0.152 -0.597 2.869  0.00
O 0.006 -0.315 4.072  0.00
C -0.582 -2.011 2.249  0.00
O -0.538 -1.922 0.913  0.00
O -0.890 -3.034 2.917  0.00
C 0.316 -4.631 5.975  0.00
O 0.386 -4.864 4.515  0.00
H 0.225 -5.586 6.491  0.00
H 1.098 -4.004 6.404  0.00
H -0.567 -4.023 6.169  0.00
H 0.360 -4.037 4.029  0.00
C -1.511 -1.357 7.035  0.00
O -1.590 -0.074 7.613  0.00
H -2.306 -1.437 6.293  0.00
H -0.514 -1.573 6.652  0.00
H -1.676 -2.055 7.855  0.00
H -1.409 0.636 6.992  0.00
C -2.720 -5.018 0.573  0.00
O -2.825 -6.221 -0.261  0.00
H -3.647 -4.445 0.600  0.00
H -2.293 -5.364 1.514  0.00
H -2.015 -4.257 0.237  0.00
H -3.673 -6.656 -0.144  0.00
C 3.459 -2.509 3.168  0.00
C 4.015 -1.659 2.038  0.03
C 5.446 -1.053 2.167  0.22
O 3.884 -2.391 0.860  0.69
H 2.492 -2.877 2.828  0.00
H 3.250 -1.880 4.034  0.01
H 4.059 -3.383 3.420  0.00
H 3.303 -0.865 1.810  0.07
H 5.494 -0.339 2.988  0.00
H 5.697 -0.571 1.222  -0.01
H 6.140 -1.879 2.319  0.00
H 3.885 -1.736 0.158  -0.01
C -0.455 3.743 7.219  0.00
C -0.558 3.035 5.882  0.00
C 0.545 3.322 4.895  0.00
O -0.549 1.667 6.069  0.00
H -0.526 4.824 7.098  0.00
H 0.519 3.535 7.660  0.00
H -1.344 3.431 7.768  0.00
H -1.470 3.228 5.317  0.00
H 0.361 4.339 4.550  0.00
H 0.468 2.745 3.973  0.00
H 1.538 3.226 5.336  0.00
H -0.130 1.173 5.361  0.00
C -2.812 -0.709 -6.110  0.00
C -2.049 0.622 -6.018  0.00
C -2.831 1.761 -5.392  0.00
O -0.906 0.503 -5.191  0.00
H -2.289 -1.468 -6.691  0.00
H -3.847 -0.637 -6.444  0.00
H -2.964 -1.002 -5.071  0.00
H -1.718 0.845 -7.032  0.00
H -3.450 1.441 -4.554  0.00
H -3.500 2.172 -6.148  0.00
H -2.287 2.603 -4.963  0.00
H -1.117 1.032 -4.417  0.00
C 4.864 2.142 -0.330  0.00
C 5.492 0.956 -1.244  0.00
C 6.961 0.548 -1.039  0.00
O 4.746 -0.175 -0.930  0.00
H 5.113 1.844 0.688  0.00
H 3.798 2.306 -0.487  0.00
H 5.283 3.083 -0.687  0.00
H 5.260 1.133 -2.294  0.00
H 7.319 0.322 -0.035  0.00
H 7.594 1.353 -1.414  0.00
H 7.214 -0.258 -1.727  0.00
H 3.914 0.085 -1.333  0.00
C -0.790 -2.189 -3.498  0.00
C -1.348 -3.200 -2.551  0.00
C -2.935 -3.227 -2.731  0.00
O -0.817 -4.478 -2.925  0.00
H -1.101 -1.149 -3.404  0.00
H -0.752 -2.560 -4.522  0.00
H 0.246 -2.236 -3.164  0.00
H -1.212 -3.135 -1.471  0.00
H -3.360 -4.167 -2.378  0.00
H -3.198 -3.239 -3.788  0.00
H -3.455 -2.433 -2.195  0.00
H -1.459 -5.192 -2.933  0.00
C -4.430 -1.217 3.249  0.00
C -4.618 -0.663 1.873  0.00
C -4.874 -1.813 0.889  0.00
O -5.833 0.123 1.813  0.00
H -5.160 -1.981 3.513  0.00
H -4.351 -0.438 4.008  0.00
H -3.459 -1.705 3.337  0.00
H -3.757 -0.090 1.527  0.00
H -5.503 -2.618 1.269  0.00
H -3.872 -2.137 0.607  0.00
H -5.328 -1.402 -0.012  0.00
H -5.841 0.703 2.578  0.00
C -1.609 6.605 -1.119  0.00
C -1.870 5.688 -2.296  0.00
C -2.013 6.517 -3.606  0.00
O -0.820 4.777 -2.429  0.00
H -1.654 6.083 -0.163  0.00
H -2.368 7.376 -1.248  0.00
H -0.702 7.195 -1.253  0.00
H -2.789 5.123 -2.146  0.00
H -2.879 7.178 -3.623  0.00
H -2.119 5.858 -4.468  0.00
H -1.177 7.213 -3.675  0.00
H -0.798 4.116 -1.733  0.00
C 3.996 0.152 -4.993  0.00
C 2.627 0.757 -5.273  0.00
C 2.487 1.651 -6.412  0.00
O 1.707 -0.297 -5.268  0.00
H 4.080 -0.034 -3.922  0.00
H 4.731 0.879 -5.338  0.00
H 4.258 -0.697 -5.624  0.00
H 2.606 1.395 -4.388  0.00
H 3.023 1.412 -7.331  0.00
H 2.726 2.709 -6.308  0.00
H 1.470 1.569 -6.796  0.00
H 0.881 0.114 -5.003  0.00

Force components x, y, z for each atom (eV/Å):
1.13 0.05 -0.46
-1.22 1.10 -0.05
0.96 -0.68 0.84
-0.64 0.84 -0.81
-1.07 1.28 -0.29
-0.29 -1.46 -0.91
0.87 -1.52 2.84
0.02 -1.50 2.04
0.41 0.94 0.71
-0.47 -0.86 -4.20
-0.79 -2.61 1.84
0.27 0.48 1.05
1.15 4.03 -2.68
-0.85 0.72 -1.57
0.80 -0.54 1.92
0.19 0.08 -0.29
0.68 -0.38 -0.31
-0.39 -0.28 0.09
-0.41 0.20 0.32
-0.21 0.71 0.62
-0.36 -0.53 1.24
0.20 -0.56 -0.33
0.01 0.01 -0.47
-0.22 -0.18 -0.13
0.30 0.02 -0.40
0.01 -0.99 -0.13
0.60 1.32 -0.26
-0.26 -0.49 0.53
-0.62 0.40 0.42
0.37 -0.61 -0.87
-0.06 0.33 0.28
-0.16 0.24 -0.27
-0.91 -1.84 0.69
0.45 0.15 -0.63
0.30 -0.37 1.06
-0.04 -0.12 0.04
0.32 -0.07 0.12
0.18 0.22 0.09
-0.11 1.30 0.02
-0.32 -0.17 -0.02
-0.05 0.10 0.18
-0.15 -0.06 0.17
0.48 0.96 -1.75
-0.47 0.20 -0.91
0.57 0.11 -1.70
0.00 1.47 -0.27
-0.05 -1.61 1.21
-0.03 0.05 -0.16
-0.31 -0.30 0.37
0.47 -0.10 0.63
-0.50 0.72 0.42
0.56 0.34 0.03
-0.05 -0.45 0.20
0.04 0.02 -0.05
0.01 0.09 -0.33
-0.37 0.45 1.11
-0.14 0.17 -0.13
-1.57 0.30 -0.64
0.48 -0.46 0.14
0.06 0.07 0.21
0.11 0.42 -0.60
0.33 -0.57 0.07
0.18 0.46 0.00
-0.14 -0.46 -0.03
-0.24 0.16 0.11
0.69 -0.12 -0.46
0.39 -0.04 0.36
1.65 -0.96 -1.79
0.04 1.30 1.33
0.16 1.34 -1.09
-1.27 -1.80 0.52
-0.12 0.61 0.14
-0.09 -0.72 0.03
0.48 0.12 0.65
0.62 0.54 -0.17
-0.48 -0.03 0.11
0.10 0.28 0.22
-0.31 -0.34 0.25
-1.22 -0.65 -0.08
2.18 -0.05 1.17
-4.24 -1.63 -0.58
0.86 -0.73 0.04
0.78 0.20 -0.34
-0.40 -0.36 -0.03
-0.52 0.15 0.09
0.68 0.63 -0.53
0.63 0.88 -0.08
0.14 -0.16 0.46
0.11 0.46 -0.14
0.18 0.23 -0.16
-0.32 0.29 0.32
1.11 -0.11 0.75
-2.00 -0.85 -0.52
0.88 0.96 -0.39
0.61 0.02 0.07
-0.25 0.33 0.00
-0.44 0.14 0.13
0.18 -0.25 -0.22
0.04 0.25 0.04
0.17 0.11 0.17
-0.11 -0.67 -0.12
-0.06 -0.04 -0.02
-0.06 0.15 0.09
-0.75 0.78 -0.74
-0.27 0.60 -0.22
0.11 -0.32 0.68
1.08 -0.51 -1.01
0.01 0.27 0.01
-0.44 0.04 0.88
0.43 -0.53 0.10
-0.34 0.09 0.12
-0.30 -0.25 0.42
0.40 0.08 -0.02
0.35 -0.34 -0.36
-0.31 0.06 0.06
0.58 0.49 -1.24
1.87 -0.75 2.03
-0.52 1.06 -3.14
0.03 0.12 0.38
0.24 -0.36 -0.21
0.30 0.35 0.53
-0.44 -0.47 0.28
-1.20 0.12 0.40
0.57 -0.68 0.07
-0.10 -0.01 0.71
-0.35 0.34 0.35
-0.77 -0.39 -0.31

No. 2
Computed, not measured: a structure of composition C22H16F6N9O5PtS2, with ωB97M-V/def2-TZVPD.

## Properties
HOMO energy ... -17.4 eV
Energy relative to the best compared isomer or geometry (same formula, charge and spin) ... 0.0 kcal per mole
Gap between HOMO and LUMO ... 4.0 eV
Total charge ... +3

Last column: Mulliken charge in e.
Cartesian coordinates (Å):
Pt -1.612 -2.069 1.251  1.19
F -3.924 -2.909 -1.457  -0.22
C -4.041 -4.223 -1.231  0.74
F -5.297 -4.582 -1.318  -0.18
F -3.299 -4.880 -2.108  -0.20
S -3.383 -4.578 0.460  0.90
O -2.056 -3.860 0.428  -0.68
O -3.243 -5.973 0.611  -0.52
N -4.441 -3.854 1.333  -0.36
S -4.356 -2.875 2.531  0.92
O -4.980 -3.264 3.732  -0.55
O -2.948 -2.380 2.729  -0.77
C -5.290 -1.423 1.867  0.75
F -6.454 -1.807 1.411  -0.18
F -4.577 -0.868 0.869  -0.22
F -5.426 -0.528 2.832  -0.20
C 0.644 2.305 3.747  -1.30
N -0.297 1.372 3.144  0.79
C -0.073 0.165 2.631  0.16
N -1.204 -0.287 2.108  -0.54
C -2.112 0.713 2.342  -0.35
N -1.585 1.731 2.966  -0.84
C 1.136 3.326 2.737  0.72
C 0.891 4.709 2.941  -0.37
C 1.324 5.705 2.059  -0.94
C 1.975 5.348 0.908  -0.72
C 2.173 3.951 0.643  -0.04
C 1.789 2.956 1.602  0.09
C 2.603 3.568 -0.596  0.83
N 3.000 4.408 -1.671  -0.22
N 3.227 3.688 -2.669  -0.22
C 2.968 2.338 -2.311  0.89
O 2.628 2.290 -1.012  -0.19
C 2.960 1.245 -3.131  -0.08
C 3.289 1.392 -4.519  -0.76
C 3.187 0.293 -5.332  -0.88
C 2.759 -0.926 -4.796  -0.54
C 2.427 -1.096 -3.427  0.61
C 2.020 -2.458 -2.902  -1.28
N 1.361 -2.380 -1.606  0.64
C 0.112 -2.041 -1.286  0.10
N 0.001 -2.059 0.036  -0.34
C 1.236 -2.446 0.481  -0.40
N 2.084 -2.633 -0.491  -0.75
C 2.548 -0.021 -2.602  0.06
H 1.462 1.722 4.172  0.35
H 0.134 2.810 4.564  0.47
H 0.865 -0.360 2.690  0.53
H -3.148 0.660 2.056  0.55
H 0.354 5.012 3.835  0.45
H 1.128 6.745 2.283  0.47
H 2.303 6.085 0.186  0.57
H 1.998 1.915 1.388  0.65
H 3.604 2.355 -4.901  0.58
H 3.428 0.361 -6.384  0.47
H 2.683 -1.780 -5.462  0.53
H 2.920 -3.052 -2.734  0.35
H 1.392 -3.003 -3.605  0.60
H -0.677 -1.826 -1.989  0.52
H 1.476 -2.624 1.516  0.60
H 2.333 -0.105 -1.545  0.76

Force components x, y, z for each atom (eV/Å):
0.37 -0.21 0.35
-0.01 0.04 0.00
0.00 -0.07 0.02
0.00 -0.02 -0.01
0.01 0.03 -0.01
0.08 0.14 -0.08
-0.05 -0.01 0.07
-0.09 -0.02 0.06
0.08 -0.02 0.03
0.11 -0.24 -0.14
0.00 -0.04 0.01
-0.44 0.40 -0.09
0.02 -0.02 0.01
-0.03 0.02 0.04
0.01 0.00 -0.02
0.02 0.02 0.00
-0.03 -0.01 0.02
0.04 -0.02 -0.03
-0.01 -0.09 0.11
0.04 0.06 -0.06
-0.03 -0.03 0.06
0.02 0.06 -0.14
-0.03 0.06 0.02
0.09 0.01 0.07
0.01 -0.01 -0.02
-0.02 0.01 0.01
0.05 0.00 -0.02
-0.13 -0.02 -0.05
0.00 0.06 -0.05
-0.03 -0.01 0.08
-0.01 -0.08 -0.03
0.00 0.07 -0.03
0.01 -0.05 0.03
0.00 0.01 0.03
0.01 0.01 -0.02
0.00 0.01 0.00
0.02 -0.01 -0.01
0.04 0.02 0.06
0.04 -0.01 0.00
0.04 0.01 0.03
-0.12 -0.06 -0.01
-0.05 -0.03 -0.14
0.02 -0.03 -0.07
0.05 0.13 0.00
-0.01 -0.02 -0.01
0.08 0.08 -0.04
-0.05 -0.10 0.03
0.00 -0.01 0.01
0.00 0.01 -0.01
-0.01 0.00 -0.01
0.01 0.00 0.00
0.01 0.00 0.01
0.00 0.00 0.00
0.00 0.00 0.00
0.00 0.00 0.00
-0.01 0.00 0.00
-0.05 -0.08 -0.03
-0.06 0.09 -0.02
-0.01 0.00 0.00
0.00 0.00 0.00
0.00 0.00 0.00

No. 3
Computed, not measured: a structure of composition C23H24N2OPS4Ti, with ωB97M-V/def2-TZVPD.

## Properties
HOMO energy ... -3.6 eV
Energy relative to the best compared isomer or geometry (same formula, charge and spin) ... 0.0 kcal per mole
Gap between HOMO and LUMO ... 6.0 eV
Total charge ... -1

Last column: Mulliken charge in e.
Cartesian coordinates (Å):
Ti 0.105 -0.740 -0.824  0.50
S 1.375 -0.851 1.234  -0.27
C 1.334 0.714 2.007  0.60
C 2.279 1.034 2.992  -0.80
C 2.301 2.286 3.584  -0.62
C 1.371 3.256 3.223  -0.64
C 0.413 2.948 2.269  -0.54
C 0.402 1.698 1.666  0.37
S -0.808 1.306 0.437  -0.08
C -0.193 2.333 -0.939  -0.98
C -0.814 1.783 -2.187  0.98
C -1.226 2.627 -3.162  -0.81
C -1.701 2.060 -4.392  -0.54
C -1.784 0.728 -4.506  -1.10
C -1.436 -0.174 -3.409  1.18
C -1.677 -1.492 -3.542  -1.49
S 0.819 -2.876 -1.438  -0.42
C 1.688 -2.495 -2.932  0.45
C 1.774 -3.481 -3.914  -0.63
C 2.436 -3.242 -5.106  -0.53
C 3.017 -1.999 -5.330  -0.49
C 2.928 -1.011 -4.365  -0.70
C 2.263 -1.235 -3.156  0.46
S 2.210 0.003 -1.918  -0.47
N -0.870 0.416 -2.250  0.55
H 3.017 0.289 3.261  0.44
H 3.054 2.510 4.330  0.35
H 1.388 4.235 3.683  0.36
H -0.334 3.680 1.986  0.42
H 0.894 2.242 -0.982  0.27
H -0.472 3.373 -0.785  0.53
H -1.154 3.696 -3.018  0.38
H -1.992 2.704 -5.213  0.37
H -2.148 0.263 -5.413  0.32
H -2.079 -1.847 -4.481  0.19
H -1.519 -2.216 -2.761  0.29
H 1.301 -4.437 -3.731  0.39
H 2.491 -4.019 -5.859  0.35
H 3.532 -1.797 -6.262  0.34
H 3.365 -0.036 -4.538  0.39
C -3.093 -0.929 5.027  -1.26
P -1.584 -0.482 4.132  1.07
C -0.434 -1.834 4.459  -1.09
C -0.916 0.923 5.050  -0.91
O -1.827 -0.243 2.693  -0.64
H -2.910 -1.073 6.092  0.35
H -3.490 -1.847 4.594  0.35
H -3.828 -0.136 4.885  0.35
H -0.277 -1.980 5.529  0.38
H 0.513 -1.609 3.968  0.23
H -0.836 -2.743 4.013  0.33
H -0.851 0.693 6.115  0.43
H -1.566 1.786 4.902  0.30
H 0.076 1.165 4.670  0.11
N -2.765 -2.223 -0.070  -0.79
C -1.763 -1.700 -0.315  0.43

Force components x, y, z for each atom (eV/Å):
0.37 0.14 -0.35
-0.11 -0.01 -0.03
0.01 0.05 0.03
0.02 -0.02 -0.02
-0.01 0.00 0.00
-0.01 -0.02 0.01
-0.02 0.01 0.03
-0.01 -0.02 -0.01
-0.11 0.00 0.04
0.00 -0.05 0.02
0.02 0.03 0.02
0.04 -0.01 0.00
-0.01 -0.01 0.01
0.03 0.01 -0.02
0.00 0.01 -0.01
-0.03 -0.02 0.03
-0.10 0.12 -0.05
0.01 -0.04 0.00
0.00 -0.01 0.01
0.01 0.01 0.00
0.00 -0.01 0.00
0.00 0.01 0.00
0.04 0.02 -0.03
-0.12 -0.17 0.06
-0.10 -0.06 0.12
0.00 0.00 0.00
0.00 0.00 0.00
0.00 0.00 0.00
0.00 0.00 0.00
0.00 0.02 -0.01
0.01 0.00 0.00
0.00 0.00 0.00
0.00 0.00 0.00
0.01 -0.01 0.00
0.01 0.01 -0.01
0.00 0.01 0.01
0.00 0.00 0.00
0.00 0.00 0.00
0.00 0.00 0.00
0.00 0.00 0.00
0.02 0.00 0.00
-0.02 -0.23 -0.02
-0.01 0.03 0.02
-0.03 0.01 -0.01
0.01 0.29 0.05
0.00 -0.01 0.00
0.00 0.00 -0.01
0.00 0.00 0.01
0.00 -0.01 0.00
0.01 0.00 -0.02
0.00 0.00 -0.01
0.01 0.01 0.00
0.00 0.00 0.01
0.01 0.01 -0.02
0.00 -0.01 -0.01
0.07 -0.11 0.15